The following is a DFT calculation (ωB97M-V/def2-TZVPD) of C5H7NO in the gas phase.

Properties
* Kohn-Sham gap (spin up / spin down): 7.45 / 7.22 eV
* LUMO energy (spin up / spin down): 0.11 / 0.02 eV

```
! RIJCOSX wB97M-V def2-TZVPD def2/J DEFGRID3
* xyz 0 1
C 1.8226 0.2767 0.3441
C 0.9114 -0.5566 -0.2049
C -0.9580 -0.8282 1.0068
O -1.4515 0.4097 0.9601
C -1.4495 1.1231 -0.1514
N -0.8441 0.8147 -1.3002
C 0.1666 -0.0121 -1.3622
H 1.7532 1.3527 0.2121
H 2.6501 -0.1022 0.9399
H 1.0874 -1.6316 -0.1756
H -1.0492 -1.2446 2.0038
H -1.1821 -1.4588 0.1510
H -2.0813 1.9995 -0.0807
H 0.6244 -0.1421 -2.3428
*
```



The following is a DFT calculation (ωB97M-V/def2-TZVPD) of C5H7NO in the gas phase.

Properties
* Kohn-Sham gap: 9.72 eV
* structure (SMILES): C[C@H]1C=CNC1=O
* LUMO energy: 0.99 eV

```
! RIJCOSX wB97M-V def2-TZVPD def2/J DEFGRID3
* xyz 0 1
C 1.9163 0.0302 0.2290
C 0.4889 0.0919 -0.2850
C -0.3706 -1.1490 -0.1695
C -1.6469 -0.7608 -0.2280
N -1.7404 0.6521 -0.2934
C -0.5170 1.1135 0.2566
O -0.3699 2.0340 1.0155
H 2.4530 -0.7323 -0.3511
H 1.9758 -0.2420 1.2850
H 2.4432 0.9786 0.0849
H 0.5315 0.3698 -1.3538
H 0.0007 -2.1425 0.0347
H -2.5530 -1.3508 -0.1638
H -2.6116 1.1073 -0.0611
*
```



The following is a DFT calculation (ωB97M-V/def2-TZVPD) of C5H7NO in the gas phase.

Properties
* Kohn-Sham gap (spin up / spin down): 7.51 / 8.17 eV
* LUMO energy (spin up / spin down): 0.45 / 0.80 eV

```
! RIJCOSX wB97M-V def2-TZVPD def2/J DEFGRID3
* xyz 0 1
C 1.6955 1.7361 -0.0227
N 1.1184 0.8074 0.7345
C 0.3695 -0.0922 0.0748
C -1.0770 0.1029 -0.3665
C -1.0542 -1.3492 -0.8579
C -0.4290 -1.2815 0.5558
O -1.5467 -0.3877 0.9556
H 1.9289 2.7167 0.3669
H 1.8873 1.4649 -1.0476
H 1.2720 0.8024 1.7493
H -1.5900 0.9820 -0.7632
H -0.3844 -1.5591 -1.6943
H -2.0270 -1.8412 -0.9095
H -0.1636 -2.1014 1.2250
*
```



The following is a DFT calculation (ωB97M-V/def2-TZVPD) of C5H7NO in the gas phase.

Properties
* Kohn-Sham gap: 9.27 eV
* structure (SMILES): Cc1occc1N
* LUMO energy: 0.92 eV

```
! RIJCOSX wB97M-V def2-TZVPD def2/J DEFGRID3
* xyz 0 1
C 0.5330 -1.7114 0.6284
C 0.3177 -0.2503 0.4345
O 0.6414 0.6289 1.4173
C 0.2202 1.8575 1.0036
C -0.3557 1.7804 -0.2202
C -0.2879 0.3968 -0.5948
N -0.7818 -0.1946 -1.7956
H 0.9928 -2.1660 -0.2593
H 1.1770 -1.9181 1.4858
H -0.4289 -2.2129 0.7738
H 0.4100 2.6741 1.6843
H -0.7921 2.5852 -0.7949
H -1.5816 -0.7854 -1.5933
H -0.0709 -0.7962 -2.2081
*
```



The following is a DFT calculation (ωB97M-V/def2-TZVPD) of C5H7NO in the gas phase.

Properties
* Kohn-Sham gap: 8.73 eV
* structure (SMILES): Cc1occc1N
* LUMO energy: 0.88 eV

```
! RIJCOSX wB97M-V def2-TZVPD def2/J DEFGRID3
* xyz 0 1
C -0.2521 0.3039 1.5340
C -0.9238 -0.5841 0.3551
O -1.7836 0.2804 -0.4261
C -1.0291 0.9251 -1.2982
C 0.2748 0.5281 -1.2759
C 0.2809 -0.5585 -0.3606
N 1.2954 -1.4086 -0.0300
H 0.3353 -0.3021 2.2276
H 0.4483 1.1153 1.2112
H -1.0741 0.7977 2.0248
H -1.5301 1.6749 -1.9019
H 1.1311 1.0841 -1.6265
H 1.9065 -1.5950 -0.8070
H 0.9204 -2.2610 0.3735
*
```



The following is a DFT calculation (ωB97M-V/def2-TZVPD) of C5H7NO in the gas phase.

Properties
* Kohn-Sham gap: 10.76 eV
* structure (SMILES): C#CCCNC=O
* LUMO energy: 0.87 eV

```
! RIJCOSX wB97M-V def2-TZVPD def2/J DEFGRID3
* xyz 0 1
C -0.8322 -2.1717 -1.7841
C -0.3816 -1.0734 -1.5750
C 0.1976 0.2489 -1.3037
C -0.2496 0.9200 0.0112
N -0.0229 0.0238 1.1216
C 0.7043 0.4865 2.1689
O 1.3491 1.5178 2.1301
H -1.2673 -3.1297 -1.9721
H 0.0640 0.9000 -2.1752
H 1.2828 0.1188 -1.1951
H 0.4118 1.7723 0.1691
H -1.2736 1.3072 0.1321
H -0.6409 -0.7715 1.2048
H 0.6587 -0.1489 3.0673
*
```



The following is a DFT calculation (ωB97M-V/def2-TZVPD) of a molecular structure, C5H7NO.

Properties
* Kohn-Sham gap: 9.18 eV
* LUMO energy: 0.71 eV

```
! RIJCOSX wB97M-V def2-TZVPD def2/J DEFGRID3
* xyz 0 1
C 0.9232 1.8599 -0.4737
C 0.8309 0.3595 -0.5591
C 1.1321 -0.4213 0.5389
N 0.9293 -1.0993 1.4991
C -0.7360 -0.3919 0.7198
O -1.2328 0.4575 1.3664
C -1.2732 -1.6280 0.0573
H 0.3985 2.2033 0.4247
H 1.9528 2.2420 -0.4202
H 0.4582 2.3198 -1.3503
H 0.8768 -0.1226 -1.5287
H -2.1923 -1.3438 -0.4656
H -1.5129 -2.3688 0.8238
H -0.5546 -2.0663 -0.6324
*
```



The following is a DFT calculation (ωB97M-V/def2-TZVPD) of C5H7NO in the gas phase.

Properties
* Kohn-Sham gap: 9.27 eV
* structure (SMILES): N[C@]12O[C@@]13CC[C@@H]23
* LUMO energy: 0.75 eV

```
! RIJCOSX wB97M-V def2-TZVPD def2/J DEFGRID3
* xyz 0 1
N -1.7701 1.2472 -1.2386
C -1.1033 0.7574 -0.1096
O -0.0978 1.5201 0.3493
C 0.6139 0.5439 -0.6208
C 1.4534 -0.3593 0.2693
C 0.2667 -1.0631 0.9323
C -0.7746 -0.5863 -0.0719
H -1.8367 2.2595 -1.1392
H -0.9039 1.1346 -1.8255
H 2.1463 0.1861 0.9145
H 2.0130 -1.0099 -0.4108
H 0.0639 -0.6558 1.9253
H 0.3174 -2.1501 0.9987
H -1.3131 -1.2547 -0.7392
*
```



The following is a DFT calculation (ωB97M-V/def2-TZVPD) of C5H7NO in the gas phase.

Properties
* Kohn-Sham gap: 10.76 eV
* structure (SMILES): C=C(C#N)COC
* LUMO energy: 0.31 eV

```
! RIJCOSX wB97M-V def2-TZVPD def2/J DEFGRID3
* xyz 0 1
C -0.9774 -0.4632 -1.4280
C 0.2122 -0.0558 -0.9849
C 1.4012 -0.8124 -1.2979
N 2.3648 -1.4054 -1.5452
C 0.3787 1.1286 -0.0543
O 0.6849 0.7402 1.2606
C -0.2518 -0.1599 1.8101
H -1.0943 -1.3518 -2.0396
H -1.8760 0.0897 -1.1639
H 1.2059 1.7645 -0.3823
H -0.5510 1.7202 -0.0824
H -0.0960 -1.1811 1.4391
H -1.2876 0.1318 1.5771
H -0.1136 -0.1452 2.8916
*
```



The following is a DFT calculation (ωB97M-V/def2-TZVPD) of 2 unconnected molecules or ions with the total composition C5H7NO.

Properties
* Kohn-Sham gap: 9.75 eV
* structure (SMILES): O=C1CC1.C=C=N
* LUMO energy: 0.79 eV

```
! RIJCOSX wB97M-V def2-TZVPD def2/J DEFGRID3
* xyz 0 1
O -0.4022 1.8876 0.0740
C -1.0257 0.8608 0.0833
C -2.1114 0.0663 -0.5014
C -1.2703 -0.4461 0.7135
H -3.1375 0.3711 -0.3085
H -1.9416 -0.4378 -1.4498
H -0.5583 -1.2470 0.5154
H -1.7596 -0.4697 1.6867
C 2.0202 -1.0070 -0.4603
C 2.2322 0.2212 -0.0250
N 2.4771 1.3425 0.3956
H 1.8634 -1.8147 0.2516
H 1.9959 -1.2088 -1.5265
H 1.6354 1.9147 0.5220
*
```



The following is a DFT calculation (ωB97M-V/def2-TZVPD) of C5H7NO in the gas phase.

Properties
* Kohn-Sham gap: 8.71 eV
* structure (SMILES): Cc1coc(N)c1
* LUMO energy: 1.00 eV

```
! RIJCOSX wB97M-V def2-TZVPD def2/J DEFGRID3
* xyz 0 1
C 1.5965 0.3751 1.5734
C 0.5395 0.3610 0.5122
C -0.1060 1.4790 0.1206
O -1.1513 0.9875 -0.9858
C -0.9719 -0.3426 -1.0354
N -1.7124 -1.1210 -1.9278
C 0.0070 -0.7707 -0.1869
H 1.2526 -0.1805 2.4518
H 1.8874 1.3778 1.9236
H 2.4878 -0.0916 1.1635
H 0.2102 2.5341 0.2563
H -2.6148 -0.7355 -2.1594
H -1.7766 -2.0981 -1.6605
H 0.3520 -1.7745 -0.0457
*
```



The following is a DFT calculation (ωB97M-V/def2-TZVPD) of C5H7NO in the gas phase.

Properties
* Kohn-Sham gap: 10.75 eV
* structure (SMILES): [H]/N=C1\OC[C@H]2C[C@@H]12
* LUMO energy: 1.00 eV

```
! RIJCOSX wB97M-V def2-TZVPD def2/J DEFGRID3
* xyz 0 1
H -0.4108 2.5507 -1.7100
N 0.3971 1.9700 -1.4898
C 0.1167 1.1201 -0.6003
O -1.1097 0.9651 -0.0038
C -1.0518 -0.0003 1.0589
C 0.2262 -0.7820 0.8361
C 0.4067 -1.2930 -0.5571
C 1.0149 0.0256 -0.1498
H -1.9534 -0.6184 1.0012
H -1.0407 0.5272 2.0202
H 0.6971 -1.2902 1.6714
H -0.4503 -1.2280 -1.2243
H 1.0720 -2.1273 -0.7444
H 2.0860 0.1806 -0.1083
*
```



The following is a DFT calculation (ωB97M-V/def2-TZVPD) of a molecular structure, C5H7NO.

Properties
* Kohn-Sham gap: 9.07 eV
* LUMO energy: 0.75 eV

```
! RIJCOSX wB97M-V def2-TZVPD def2/J DEFGRID3
* xyz 0 1
C 1.3455 -1.4480 1.0680
C 0.9876 -0.5758 -0.1009
C -0.0463 -0.8368 -0.9092
N -1.1264 -0.7251 -1.4514
C -1.1863 0.4190 -0.0259
O -1.6671 0.0044 0.9849
C -1.0850 1.7741 -0.6529
H 0.5018 -1.7946 1.6921
H 1.8500 -2.3058 0.6098
H 2.0278 -0.9241 1.7428
H 1.7221 0.1038 -0.5284
H -1.0192 2.5662 0.0885
H -2.0469 1.8438 -1.1687
H -0.2575 1.8989 -1.3488
*
```



The following is a DFT calculation (ωB97M-V/def2-TZVPD) of 2 unconnected molecules or ions with the total composition C5H7NO.

Properties
* Kohn-Sham gap: 9.49 eV
* structure (SMILES): CC=C=O.C#CN
* LUMO energy: 0.74 eV

```
! RIJCOSX wB97M-V def2-TZVPD def2/J DEFGRID3
* xyz 0 1
C 0.7137 0.8796 -1.6457
C -0.7204 0.4218 -1.5412
C -1.1144 -0.6735 -0.9377
O -1.5060 -1.6498 -0.4138
H 0.9269 1.6847 -0.9336
H 0.9137 1.2503 -2.6559
H 1.4087 0.0624 -1.4396
H -1.5216 1.0268 -1.9547
C 1.5116 -0.2838 1.4821
C 0.4068 -0.5088 1.9135
N -0.8192 -0.8001 2.4168
H 2.5033 -0.1055 1.1333
H -1.4060 -1.2995 1.7564
H -1.2970 -0.0046 2.8202
*
```



The following is a DFT calculation (ωB97M-V/def2-TZVPD) of C5H7NO in the gas phase.

Properties
* Kohn-Sham gap: 9.03 eV
* LUMO energy: 0.83 eV

```
! RIJCOSX wB97M-V def2-TZVPD def2/J DEFGRID3
* xyz 0 1
C 1.3398 0.6078 0.4070
C -0.3638 1.0929 0.6199
C -1.3405 -0.0058 0.6185
C 1.0684 -0.6788 -0.2385
C -0.4398 -0.3847 -0.5719
O 0.6609 0.8840 1.5962
N -0.9771 -0.6654 -1.7343
H 2.0953 1.2980 0.0594
H -0.6516 2.1097 0.4081
H -0.5435 -1.5003 -2.1360
H -1.3393 -0.6945 1.4607
H -2.3317 0.2826 0.2788
H 1.1758 -1.5642 0.3898
H 1.6470 -0.7814 -1.1577
*
```



The following is a DFT calculation (ωB97M-V/def2-TZVPD) of C5H7NO in the gas phase.

Properties
* Kohn-Sham gap: 9.85 eV
* structure (SMILES): [H]/N=C1\C=CO[C@H]1C
* LUMO energy: 0.95 eV

```
! RIJCOSX wB97M-V def2-TZVPD def2/J DEFGRID3
* xyz 0 1
H 0.0709 -0.4602 2.7899
N 0.3608 -0.7826 1.8730
C -0.2316 -0.1913 0.9142
C -1.3434 0.7453 0.7202
C -1.5756 0.7749 -0.6047
O -0.7716 0.0012 -1.3671
C 0.1963 -0.6021 -0.4703
C 1.5913 -0.1692 -0.8731
H -1.9118 1.2526 1.4876
H -2.3342 1.3295 -1.1546
H 0.1340 -1.6881 -0.4176
H 2.2993 -0.6052 -0.1640
H 1.8296 -0.5256 -1.8803
H 1.6860 0.9208 -0.8531
*
```



The following is a DFT calculation (ωB97M-V/def2-TZVPD) of C5H7NO in the gas phase.

Properties
* Kohn-Sham gap: 9.23 eV
* LUMO energy: 0.91 eV

```
! RIJCOSX wB97M-V def2-TZVPD def2/J DEFGRID3
* xyz 0 1
C -2.8251 -0.3358 -0.4778
N -1.7342 0.2010 0.0253
C -0.3821 -0.3053 -0.0426
C 0.6325 0.1554 1.0245
C 1.7650 -0.2470 0.0677
C 0.7114 0.5589 -0.7090
O 0.6210 1.4986 0.4218
H -0.4054 -1.3664 -0.3028
H -2.4839 -1.2820 -0.9632
H -1.8165 1.0954 0.4985
H 0.5747 0.0982 2.1127
H 1.8719 -1.3092 -0.1699
H 2.7175 0.2577 0.2296
H 0.7531 0.9805 -1.7147
*
```



Values of calculated total energy, in order: -324.5368, -324.7027, -324.4896, -324.6933, -324.6014, -324.6548, -324.6029, -324.5278, -324.6590, -324.6009, -324.6740, -324.6818, -324.6017, -324.6056, -324.5450, -324.6831, -324.5294, all in Ha.